This record from the Open Molecules 2025 dataset describes a 7-piece molecular cluster, C42H36BrO25S overall. The level of theory is the ωB97M-V functional and the def2-TZVPD basis.

Structure (XYZ):
```
105
Properties=species:S:1:pos:R:3:forces:R:3:lowdin_charge:R:1
C -10.784445 0.956817 -2.627077 0.0159 -0.0150 -0.0251 -0.313
C -5.773734 3.393742 2.587821 0.0423 -0.0355 0.0031 -0.296
C 7.306532 0.990530 -5.553724 0.0220 0.0051 -0.0595 0.082
H -6.259743 5.513875 2.501289 -0.0123 0.0014 0.0063 0.137
O 7.300650 1.039673 1.340379 0.0237 -0.0204 -0.0818 0.110
O 6.806699 3.079101 -6.546481 -0.0073 -0.0115 0.0301 0.123
C -7.665524 1.755872 2.752416 -0.0123 -0.1391 0.0319 0.071
C 5.217664 1.791168 -3.633598 -0.0684 -0.0311 0.0660 0.076
O -5.431274 1.031546 2.669785 -0.0310 -0.0700 0.0190 0.115
C 6.612629 2.254627 -5.675675 0.0238 -0.0099 -0.0245 -0.301
C 1.057712 -6.492272 -0.844315 -0.0277 0.1179 0.0597 -0.471
H -1.017254 -5.997515 -0.368270 0.0224 -0.1120 0.0254 0.094
C -9.177090 -0.365171 -1.224697 0.0347 -0.0214 -0.0102 0.067
C -9.607706 0.014177 -2.436827 -0.0552 0.0372 -0.0285 -0.235
C -8.565100 2.880800 2.743110 -0.0044 0.0286 0.0056 -0.293
H 4.702469 -2.318766 0.009885 0.1337 0.0144 0.1422 0.111
C -7.994785 4.284856 2.642664 -0.0593 -0.0600 0.0172 -0.225
O -4.556586 3.482018 2.530666 -0.0290 -0.0219 -0.0461 0.092
H 1.636127 -8.134603 -2.177887 0.0315 0.0367 0.0469 0.085
C -6.346693 1.986762 2.677028 0.0299 0.1750 -0.0032 -0.217
C -0.070739 -6.184542 0.147500 0.0172 0.0034 0.0461 -0.065
O 4.419506 2.202222 7.775829 0.0268 -0.0670 0.0221 0.121
C 1.047523 -7.960169 -1.274699 -0.0607 -0.0069 -0.0932 -0.055
C 4.079720 1.134586 -0.106492 -0.0630 -0.1011 -0.0386 -0.238
H 7.127586 -1.318623 -3.476907 -0.0165 0.0042 -0.0265 0.078
H -8.089901 0.764140 2.809901 0.0451 -0.0229 -0.0185 0.124
O 3.820237 -4.470999 -0.866112 0.0101 -0.2162 -0.0902 0.036
O -1.783040 2.866246 -0.162208 0.0077 -0.0222 0.0056 0.139
C -11.037083 1.089343 -0.246377 0.1342 -0.0322 0.0044 -0.227
H 6.361985 0.731957 6.663771 -0.0083 0.0082 0.0117 0.136
C 5.553055 2.615558 -4.642965 0.0454 0.0201 -0.0831 -0.220
C 6.015951 -0.777717 0.678988 0.1133 0.1633 0.0350 -0.213
H -11.043283 1.173639 1.620847 0.0083 0.0185 -0.0187 0.105
O -8.917302 5.227287 2.631038 0.0393 0.0691 -0.0001 0.130
O 6.744199 3.407986 2.989909 -0.0054 0.0722 -0.0465 0.102
H -0.216112 -7.029060 0.822061 0.0111 0.0541 -0.0216 0.093
H 7.701462 -0.896476 1.436461 -0.0103 0.0280 -0.0015 0.134
C 6.975202 0.180854 -4.540070 0.0038 -0.0216 0.1115 -0.226
C 5.041625 2.403560 6.628572 -0.0403 0.0725 -0.0135 -0.234
H 2.437309 -3.444084 -3.574912 0.0163 -0.0157 0.0375 0.105
C -1.628218 -1.178295 -0.321375 0.0824 -0.0316 -0.0277 -0.304
C 5.202012 1.636029 0.427527 -0.0192 0.0487 0.0154 0.089
H -2.467181 -1.135859 1.684309 -0.0213 0.0253 0.0026 0.142
C -2.169096 0.813998 0.870157 0.0243 0.1169 -0.0908 -0.207
O 2.795262 -0.702001 -0.781093 -0.1175 0.0214 -0.0113 0.047
C 4.550386 3.635991 5.888607 -0.0109 -0.0040 0.0294 -0.312
C -1.695885 1.665091 -0.299876 0.0033 0.0201 -0.0325 -0.296
O -1.510551 -2.392331 -0.466883 -0.0262 0.0896 0.0253 0.039
C 5.892132 0.527429 -3.535925 0.0006 0.0444 -0.0206 -0.291
H 1.476366 -8.576673 -0.484769 -0.1180 -0.0003 0.0065 0.094
O 3.072020 1.873378 -0.551471 -0.0001 0.0646 0.0043 0.114
O -9.071444 -0.379954 -3.578281 0.0677 -0.0422 0.0079 0.114
H 4.811229 4.864518 4.109172 0.0158 -0.0040 -0.0092 0.136
C -1.181725 1.001286 -1.485690 0.0317 0.0766 0.0169 0.079
H 0.027949 -8.302648 -1.468223 0.0562 0.0133 0.0032 0.094
H -0.847258 1.608857 -2.314454 -0.0178 -0.0073 -0.0229 0.140
H -9.596751 0.059650 -4.281051 -0.0229 0.0128 0.0311 0.121
C 4.880634 -1.261953 0.153023 -0.2319 -0.2947 -0.0250 0.057
O -11.061688 1.226388 -3.783215 -0.0099 -0.0027 0.0343 0.103
C 3.858507 -0.352649 -0.271566 0.2670 -0.0441 0.0000 -0.309
H -0.928906 -2.000569 -2.208552 0.0268 0.0135 -0.0457 0.063
O -9.781001 2.801551 2.806187 0.0064 -0.0173 -0.0226 0.100
S 1.043671 -3.834084 -1.712229 -0.2817 0.2229 -0.0010 1.185
H 8.073759 0.748036 -6.275048 -0.0005 -0.0135 0.0100 0.141
H -8.346952 -1.042305 -1.082379 -0.0008 0.0038 -0.0096 0.132
H 1.475796 -3.897964 -0.439587 0.1520 0.0280 0.0037 0.048
H 5.436930 4.167628 -5.643611 0.0302 -0.0360 -0.0126 0.130
Br 5.304704 -3.709988 -3.035023 0.1747 -0.1450 -0.1519 0.916
H 5.372002 2.696418 0.553501 -0.0159 -0.0013 0.0056 0.141
O 5.663869 -0.326995 -2.685430 -0.0468 0.1018 0.0218 0.047
C -1.164122 -0.334295 -1.497863 0.0381 -0.2224 0.0128 -0.230
C 6.235863 0.715682 0.849508 0.0463 0.0563 0.0265 -0.282
O 7.542350 -0.995025 -4.302423 0.0256 0.0341 -0.0411 0.101
H 3.773144 2.933145 7.865812 0.0150 0.0139 -0.0324 0.122
O 3.654255 4.260477 6.427571 0.0271 -0.0111 -0.0244 0.106
C 6.606541 1.945987 4.871747 0.0132 0.0085 -0.0132 -0.311
C -9.861531 0.140774 -0.057891 -0.0167 -0.0797 0.0478 -0.303
C 6.127986 3.189705 4.139295 0.0336 -0.0545 0.0539 -0.229
C 0.957185 -5.610666 -2.093756 0.1628 -0.2478 -0.0028 -0.327
H -12.303925 2.131682 -1.605934 0.0021 0.0026 0.0288 0.137
H 2.620015 -2.195919 -2.318584 0.0671 -0.1205 0.0521 0.083
O -2.608961 1.518521 1.889404 -0.0159 -0.0871 0.1148 0.106
C -6.674211 4.518438 2.571947 0.0009 0.0556 -0.0077 0.074
H -9.781365 4.771254 2.698782 0.0229 -0.0348 -0.0018 0.126
H 2.020261 -6.272094 -0.372617 -0.0110 -0.0461 -0.0452 0.124
C 5.157293 3.979439 4.624216 -0.0328 0.0560 -0.0493 0.071
C 3.790329 -3.953221 -1.933609 -0.2586 0.4568 0.2071 -0.905
H 0.002813 -5.735294 -2.609260 0.0327 -0.0294 0.0424 0.109
O -11.581788 1.510768 0.876520 -0.0458 0.0126 0.0126 0.119
O 7.478947 1.298338 4.320429 -0.0202 0.0040 0.0104 0.098
C -2.134408 -0.530922 0.852580 -0.0113 -0.0653 0.0642 0.081
O 7.030017 -1.514020 1.076017 -0.1043 -0.0282 -0.0108 0.148
H -2.573933 2.471835 1.657477 -0.0193 -0.0106 -0.0325 0.121
C -11.468581 1.460890 -1.463984 -0.0571 0.0258 -0.0203 0.073
H 7.391587 2.684159 2.854096 -0.0852 -0.0560 0.0374 0.098
H 1.768818 -5.814633 -2.795037 -0.0401 0.0236 0.0269 0.105
H 2.389790 1.249371 -0.867065 0.0173 -0.0083 -0.0067 0.112
C 2.554727 -3.277266 -2.503700 0.0748 -0.0513 -0.1638 -0.374
H -4.554902 1.463999 2.620600 -0.0053 0.0278 -0.0016 0.085
H 4.462799 2.045176 -2.901671 0.0013 0.0265 -0.0169 0.124
O 5.007369 3.793665 -4.845265 -0.0584 -0.0027 0.0701 0.139
C 6.008593 1.610318 6.142620 0.0219 -0.0573 0.0174 0.070
O -0.724237 -1.088154 -2.506527 -0.0910 0.1357 0.0427 0.076
O -9.564715 -0.149807 1.088767 -0.0707 0.1269 -0.0570 0.089
H 0.136978 -5.317236 0.780416 -0.0038 0.0103 -0.0713 0.075
```
Forces are in eV/Å.

Max |F| (eV/Å): 0.56
Net charge: +1
HOMO (eV): -10.841
Energy (eV): -176193.9810

This record from the Open Molecules 2025 dataset describes an isolated molecule of C6H16N2 at a distorted geometry. The level of theory is the ωB97M-V functional and the def2-TZVPD basis.

Structure (XYZ):
```
24
Properties=species:S:1:pos:R:3:forces:R:3:lowdin_charge:R:1
C -1.991050 -1.827264 -1.356733 1.8680 1.0094 -3.0987 -0.173
H -2.288790 0.320885 -0.158789 0.3087 0.5900 -0.4467 0.103
H -1.102522 1.803958 1.184650 0.8497 -0.6658 -0.5733 0.122
H -1.154012 0.733971 -1.533967 -0.0226 -0.0882 1.0329 0.114
H 3.382999 0.385409 1.130207 0.1271 -0.2645 0.4554 0.034
H -1.124875 -2.919914 0.652873 0.0097 1.5044 0.9736 0.105
H 3.698715 0.934722 -0.522381 -1.6125 0.3592 1.2174 0.084
N -0.904974 -1.197714 -0.551901 -1.4563 0.7170 1.2119 -0.232
C -0.441006 1.135187 0.566776 1.3306 -1.5389 -0.6497 -0.218
H 2.261103 -0.148852 -0.220158 1.0538 1.5267 1.1622 0.091
H 2.491184 2.823135 0.399068 -0.9053 -0.3519 -0.0049 0.102
H -0.026683 -1.620888 1.211776 2.0532 -0.0090 1.6699 0.015
H -2.007178 -1.288453 -2.386239 -0.8133 0.0587 1.9082 0.103
H -1.777000 -1.294961 1.454298 0.2035 -0.6522 0.1014 0.086
H 1.685982 2.028708 1.691074 -0.2779 -0.5282 -0.2338 0.102
H 0.838405 1.579571 -1.107374 -0.6295 0.1426 1.3439 0.114
C 2.862204 0.747041 0.261567 -0.9057 -1.4625 -1.9582 -0.110
H -0.033502 0.209795 1.205526 -0.3549 2.7070 -0.7526 0.119
C 1.856020 1.917511 0.614201 2.8350 0.9528 -0.7790 -0.320
H -1.691048 -2.742076 -1.864799 0.6739 -0.7709 0.9198 0.059
N 0.627225 1.929687 -0.144448 -0.2883 -0.7960 0.5501 -0.096
H -2.957494 -2.067232 -0.939057 -0.4689 0.7291 0.4800 0.068
C -0.981414 -1.812073 0.891393 -1.7965 -0.4328 -4.2600 -0.079
C -1.222289 0.369848 -0.477562 -1.7817 -2.7361 -0.2699 -0.195
```
Forces are in eV/Å.

Max |F| (eV/Å): 4.64
SMILES: CCNCCN(C)C
Energy relative to the best compared isomer or geometry (same formula, charge and spin) (kJ/mol): 320.9
Net charge: 0
HOMO (eV): -8.646
Energy (eV): -9458.7482